# C59H47FGeP3Pt

A structure of composition C59H47FGeP3Pt (wB97M-V/def2-TZVPD, OMol25).

Results
Energy relative to the best compared isomer or geometry (same formula, charge and spin) (kcal per mole): 21.2
Lowest unoccupied orbital energy (alpha / beta) (Eh): -0.3759 / -0.3760
Gap between HOMO and LUMO (alpha / beta) (eV): 4.89 / 4.89

Geometry as ORCA input:
```
! wB97M-V def2-TZVPD RIJCOSX def2/J DEFGRID3
* xyz 3 1
C 2.858 2.145 2.610
C -2.797 2.245 -0.931
H 0.921 6.021 -0.244
H 2.713 -3.686 -3.873
C -0.295 4.912 2.725
H 1.274 2.645 -1.160
H -0.051 -1.653 5.122
C -3.110 -0.396 3.500
H 3.834 1.920 -0.626
H -2.166 4.265 -1.381
C 2.423 1.351 -2.634
C -0.872 3.395 0.948
C -2.656 1.188 1.741
H -0.876 1.669 -2.305
C -0.196 4.215 0.034
C 2.081 -1.718 5.290
C -5.180 -2.661 -2.077
C -2.916 -2.433 -2.852
H 5.539 -3.958 -1.518
C -3.841 1.859 2.044
C 1.243 1.829 -1.866
C -4.616 1.420 -2.289
H -0.633 -4.557 -1.391
C -0.888 3.732 2.306
C -4.648 1.408 3.081
C 0.351 5.735 1.810
H 0.141 -1.006 -5.967
H 2.264 -2.846 1.009
C -0.591 -4.298 -0.337
H 4.536 5.057 2.168
C 1.878 -2.990 -3.865
H -2.844 -1.278 4.075
H -3.180 -1.549 0.420
H -3.709 0.319 -0.705
H 1.482 -3.331 -1.767
C 4.921 -3.190 -1.066
C 4.104 4.091 1.933
C 3.371 -1.201 0.155
H 1.941 -2.700 -6.010
H -6.212 -2.935 -2.263
C -3.702 1.237 -1.267
C 2.036 0.529 -3.592
C 2.143 -0.766 2.683
C -0.595 -2.616 1.410
C 3.336 -1.023 3.360
H -1.370 3.085 3.026
C -3.740 3.627 -2.672
C -3.479 -1.864 -0.574
C 0.114 1.242 -2.362
H -0.553 -6.343 0.303
H -0.151 3.956 -1.016
H 0.161 1.022 -4.441
P -1.648 1.882 0.413
C 3.857 -3.542 -0.239
H -3.764 4.569 -3.207
C 3.083 -2.556 0.358
C -0.579 -3.646 2.359
C -2.821 3.448 -1.643
C -4.239 -2.785 -3.088
C -4.796 -2.212 -0.815
H -5.351 2.769 -3.796
C 1.470 -2.410 -5.079
C 4.257 3.552 0.663
C 3.022 1.585 1.339
C 5.209 -1.850 -1.278
H 2.055 -2.081 6.310
H -5.327 0.633 -2.523
H -5.525 -2.146 -0.016
P -0.828 -1.631 -1.116
H 0.813 6.657 2.145
C 4.441 -0.860 -0.667
C -0.564 -5.306 0.612
C 1.207 -2.761 -2.645
H -2.194 -2.586 -3.643
C -2.285 0.057 2.475
H 4.227 -1.703 5.186
C 0.173 -1.880 -2.608
Pt 0.102 0.268 -0.192
H -4.529 -3.173 -4.057
C 0.530 0.442 -3.585
C 3.708 2.313 0.366
C 3.301 -1.504 4.660
H 6.055 -1.568 -1.893
C 0.917 -1.004 3.305
Ge -0.594 -0.782 2.135
H 2.679 0.044 -4.314
H -0.335 5.187 3.772
P 2.268 -0.030 1.029
C 3.401 3.388 2.901
H 3.437 1.695 -2.498
H 4.811 4.092 -0.095
H -4.133 2.737 1.477
C -0.585 -2.958 0.068
H -0.571 -3.419 3.418
C -0.097 -1.011 -3.784
C 0.892 -1.476 4.615
H 4.292 -0.835 2.880
C -4.288 0.281 3.804
H 3.646 -4.588 -0.037
C -4.632 2.617 -2.999
H -4.922 -0.074 4.608
C 0.409 5.382 0.466
F 0.123 1.120 1.830
C -2.537 -1.948 -1.599
C 0.480 -1.482 -5.049
H 3.282 3.802 3.895
H -0.556 -5.764 2.711
H 2.313 1.612 3.378
C -0.563 -4.979 1.964
H -1.165 -0.817 -3.896
H -5.559 1.944 3.322
H 4.725 0.171 -0.808
*
```